[1]
This record from OMol25 describes 2 unconnected molecules or ions with the total composition C3H8INS. The level of theory is ωB97M-V/def2-TZVPD.

Each line ends with the Mulliken charge.
CARTESIAN COORDINATES (ANGSTROEM)
1 C -0.832 -2.948 0.440  -0.581
2 N -0.793 -2.243 -0.857  -0.245
3 S -0.378 -0.677 -0.913  -0.116
4 I -2.415 0.551 -0.211  -0.071
5 H 0.121 -2.471 0.802  0.252
6 H -0.858 -4.094 0.410  0.253
7 H -1.831 -2.657 0.889  0.241
8 H -1.395 -2.704 -1.527  0.251
9 C 1.222 3.491 0.395  -0.423
10 C 1.566 2.307 -0.061  -0.141
11 H 1.752 4.432 0.177  0.253
12 H 0.149 3.513 0.790  0.173
13 H 2.635 2.213 -0.363  0.205
14 H 1.057 1.288 0.028  -0.051

The net charge is 0. The calculation puts the HOMO-LUMO gap at 8.36 eV. As for the structure (SMILES): CNSI.C=C.

[2]
This record from OMol25 describes a single C5H7NO molecule. The level of theory is ωB97M-V/def2-TZVPD.

Each line ends with the Mulliken charge.
CARTESIAN COORDINATES (ANGSTROEM)
1 C 1.501 -0.701 1.590  -1.169
2 C 0.652 -0.016 0.545  0.750
3 C -0.119 1.059 0.828  -0.611
4 O -1.056 1.266 -0.150  -0.364
5 C -0.841 0.322 -1.085  0.387
6 N -1.664 0.407 -2.201  -0.528
7 C 0.199 -0.490 -0.744  -0.657
8 H 0.799 -1.014 2.358  0.274
9 H 2.224 -0.029 2.063  0.314
10 H 2.036 -1.587 1.238  0.322
11 H -0.045 1.806 1.604  0.429
12 H -2.586 0.763 -1.979  0.257
13 H -1.721 -0.467 -2.706  0.254
14 H 0.600 -1.285 -1.360  0.342

The net charge is 0. The calculation puts the HOMO-LUMO gap at 8.57 eV. As for the structure (SMILES): Cc1coc(N)c1.

[3]
This record from OMol25 describes a molecular structure, C24H36NO5P2RuS. The level of theory is ωB97M-V/def2-TZVPD.

Each line ends with the Mulliken charge.
CARTESIAN COORDINATES (ANGSTROEM)
1 C -0.682 -4.483 -1.072  -1.074
2 C -0.452 -3.085 -1.201  0.640
3 N -0.329 -2.322 -0.057  0.738
4 C -0.279 -2.885 1.154  0.517
5 C -0.269 -4.285 1.284  -0.956
6 C -0.503 -5.088 0.157  -0.428
7 C -0.392 -2.406 -2.431  -1.327
8 P -0.230 -0.629 -2.534  1.407
9 Ru -0.543 -0.105 -0.326  -0.635
10 P -1.038 -0.300 1.969  1.083
11 C -0.220 -1.897 2.342  -1.030
12 C -1.254 1.829 -0.823  1.708
13 C -0.529 2.640 -1.713  -0.269
14 C -0.915 3.973 -1.942  -0.872
15 C -2.046 4.492 -1.311  -0.580
16 C -2.815 3.652 -0.514  -0.743
17 C -2.457 2.317 -0.315  -0.563
18 O -5.556 -3.921 -3.604  -0.616
19 O -5.948 0.918 -3.520  -0.642
20 H -0.871 -5.064 -1.973  0.493
21 H -0.114 -4.697 2.284  0.492
22 H -0.554 -6.172 0.266  0.445
23 C 1.457 -0.434 -3.251  -1.428
24 C -1.385 0.012 -3.828  -1.255
25 H -0.668 -2.392 3.219  0.554
26 H 0.848 -1.688 2.536  0.403
27 H -4.784 -3.700 -4.122  0.307
28 H -0.301 -3.000 -3.328  0.521
29 C -0.349 1.091 2.920  -1.136
30 C -2.787 -0.519 2.464  -1.317
31 H 0.291 2.193 -2.290  0.348
32 H -0.342 4.585 -2.643  0.429
33 H -2.332 5.527 -1.478  0.424
34 H -3.725 4.023 -0.061  0.435
35 H -3.132 1.648 0.208  0.250
36 H -2.159 -0.336 -0.504  0.189
37 H -6.160 1.611 -2.851  0.324
38 H -6.487 0.148 -3.306  0.320
39 H -5.237 -3.961 -2.668  0.309
40 H -1.929 -0.994 0.044  -0.081
41 H 1.484 -0.845 -4.269  0.513
42 H 1.713 0.629 -3.246  0.339
43 H 2.157 -0.974 -2.599  0.341
44 H -1.341 -0.618 -4.736  0.464
45 H -2.437 0.024 -3.492  0.374
46 H -1.082 1.050 -4.067  0.316
47 H -2.887 -0.813 3.519  0.472
48 H -3.365 0.402 2.298  0.348
49 H -3.232 -1.304 1.840  0.362
50 H -0.700 1.113 3.967  0.481
51 H 0.752 1.069 2.892  0.276
52 H -0.666 2.020 2.418  0.291
53 C 6.229 1.082 4.289  -1.539
54 C 5.230 1.133 3.205  1.099
55 C 4.830 2.379 2.723  -0.826
56 C 3.924 2.474 1.678  -0.662
57 C 3.483 1.284 1.070  -0.062
58 C 3.823 0.020 1.582  -0.239
59 C 4.717 -0.035 2.646  -0.865
60 S 2.224 1.420 -0.166  1.657
61 O 1.332 2.421 0.404  -0.674
62 O 2.839 1.682 -1.451  -0.746
63 O 1.629 0.019 -0.103  -0.683
64 H 7.123 1.566 3.918  0.358
65 H 5.869 1.638 5.146  0.352
66 H 6.454 0.069 4.584  0.360
67 H 5.225 3.278 3.189  0.378
68 H 3.511 3.433 1.354  0.434
69 H 3.358 -0.896 1.200  0.407
70 H 4.983 -1.020 3.027  0.288

The net charge is +1. The multiplicity is 5. The calculation puts the HOMO-LUMO gap (spin up / spin down) at 6.33 / 5.53 eV.

[4]
This record from OMol25 describes 9 unconnected molecules or ions with the total composition C43H73O16P. The level of theory is ωB97M-V/def2-TZVPD.

Each line ends with the Mulliken charge.
CARTESIAN COORDINATES (ANGSTROEM)
1 C -4.448 -1.958 -3.724  -0.879
2 C -4.414 -2.979 -2.400  -0.401
3 C -2.911 -2.897 -1.749  -0.164
4 C -2.221 -4.391 -1.476  -0.368
5 C -1.210 -4.321 -0.147  -0.361
6 C -0.263 -2.945 -0.219  0.872
7 C 1.078 -3.027 0.719  -0.841
8 C 1.841 -1.599 0.974  0.484
9 C 1.877 -0.588 -0.315  -0.154
10 C 1.175 0.881 -0.052  -0.369
11 C -0.440 0.824 0.229  0.063
12 P -0.894 0.638 2.106  -0.026
13 H -3.448 -2.044 -4.358  0.220
14 H -5.400 -2.269 -4.372  0.297
15 H -4.547 -0.832 -3.414  0.231
16 H -4.744 -4.073 -2.695  0.323
17 H -5.171 -2.482 -1.626  0.209
18 H -2.984 -2.268 -0.738  0.119
19 H -2.175 -2.342 -2.474  0.090
20 H -3.123 -5.146 -1.275  0.317
21 H -1.602 -4.679 -2.432  0.072
22 H -1.914 -4.323 0.806  0.280
23 H -0.543 -5.307 -0.060  -0.120
24 H 0.073 -2.841 -1.357  -0.134
25 H -0.943 -2.066 0.147  -0.328
26 H 0.715 -3.414 1.788  0.220
27 H 1.856 -3.838 0.329  0.041
28 H 2.972 -1.865 1.246  -0.186
29 H 1.386 -1.132 1.957  0.058
30 H 3.027 -0.357 -0.535  0.303
31 H 1.446 -1.029 -1.310  -0.067
32 H 1.317 1.498 -1.063  0.359
33 H 1.735 1.529 0.779  -0.154
34 H -1.001 0.037 -0.450  0.110
35 H -0.879 1.890 -0.082  -0.154
36 H -0.714 -0.763 2.507  0.062
37 H -0.003 1.458 2.924  -0.012
38 O -2.215 -7.225 -2.606  -0.582
39 C -1.492 -7.888 -1.881  0.381
40 C -1.475 -9.384 -1.803  -0.446
41 C -0.722 -9.626 -0.520  -0.618
42 C 0.183 -8.425 -0.437  -0.157
43 O -0.546 -7.362 -1.049  -0.157
44 H -0.940 -9.781 -2.671  0.265
45 H -2.489 -9.788 -1.756  0.304
46 H -0.179 -10.575 -0.504  0.353
47 H -1.423 -9.622 0.324  0.283
48 H 1.118 -8.570 -0.988  0.008
49 H 0.418 -8.162 0.598  0.337
50 O -0.929 4.975 2.186  -0.595
51 C -1.351 5.203 1.065  0.638
52 C -1.139 6.473 0.298  0.003
53 C -2.170 6.358 -0.796  -0.238
54 C -2.291 4.868 -0.981  -0.601
55 O -2.054 4.308 0.310  -0.331
56 H -0.121 6.484 -0.102  0.313
57 H -1.318 7.348 0.927  -0.250
58 H -1.895 6.884 -1.714  0.450
59 H -3.126 6.767 -0.445  -0.024
60 H -1.542 4.473 -1.675  0.229
61 H -3.286 4.579 -1.331  0.416
62 O 4.845 -7.671 -0.174  -0.625
63 C 4.423 -7.443 -1.296  0.537
64 C 4.635 -6.173 -2.063  -0.404
65 C 3.604 -6.288 -3.157  -0.036
66 C 3.483 -7.778 -3.341  -0.441
67 O 3.720 -8.338 -2.050  -0.378
68 H 5.653 -6.163 -2.463  0.330
69 H 4.456 -5.298 -1.434  0.152
70 H 3.879 -5.762 -4.074  0.291
71 H 2.648 -5.880 -2.805  0.004
72 H 4.232 -8.173 -4.036  0.284
73 H 2.488 -8.067 -3.691  0.307
74 O 3.346 -2.788 -2.569  -0.562
75 C 2.924 -2.560 -3.691  0.549
76 C 3.136 -1.290 -4.458  -0.378
77 C 2.105 -1.405 -5.552  -0.532
78 C 1.984 -2.895 -5.736  -0.486
79 O 2.221 -3.455 -4.445  -0.343
80 H 4.154 -1.279 -4.858  0.307
81 H 2.957 -0.415 -3.829  0.219
82 H 2.380 -0.879 -6.470  0.333
83 H 1.149 -0.996 -5.201  0.261
84 H 2.733 -3.290 -6.431  0.294
85 H 0.989 -3.184 -6.086  0.337
86 O 5.234 4.904 4.404  -0.640
87 C 4.145 4.401 4.181  0.451
88 C 3.735 3.011 4.564  -0.318
89 C 2.500 2.803 3.724  0.258
90 C 1.960 4.201 3.579  -0.240
91 O 3.106 5.051 3.579  -0.331
92 H 3.508 2.988 5.634  0.319
93 H 4.515 2.288 4.317  0.065
94 H 1.782 2.107 4.166  0.419
95 H 2.788 2.413 2.740  -0.191
96 H 1.314 4.486 4.417  0.155
97 H 1.405 4.330 2.645  0.047
98 O 3.455 -0.158 3.070  -0.454
99 C 4.179 -0.820 3.795  0.399
100 C 4.195 -2.317 3.872  -0.233
101 C 4.949 -2.559 5.156  -0.622
102 C 5.854 -1.358 5.239  -0.478
103 O 5.125 -0.294 4.627  -0.375
104 H 4.730 -2.714 3.005  0.275
105 H 3.181 -2.721 3.920  0.211
106 H 5.491 -3.508 5.172  0.349
107 H 4.248 -2.555 5.999  0.285
108 H 6.789 -1.503 4.688  0.267
109 H 6.089 -1.095 6.274  0.345
110 O -4.578 8.631 -2.211  -0.593
111 C -5.424 7.808 -1.905  0.595
112 C -6.360 7.128 -2.857  -0.428
113 C -7.398 6.555 -1.926  -0.515
114 C -6.612 6.316 -0.663  -0.332
115 O -5.622 7.343 -0.636  -0.315
116 H -5.818 6.345 -3.394  0.236
117 H -6.800 7.844 -3.556  0.291
118 H -7.879 5.651 -2.310  0.318
119 H -8.179 7.302 -1.741  0.267
120 H -6.108 5.344 -0.664  0.208
121 H -7.242 6.388 0.229  0.306
122 O -4.309 10.408 2.634  -0.606
123 C -3.377 9.767 3.091  0.370
124 C -2.940 9.771 4.525  -0.330
125 C -1.568 9.153 4.439  -0.584
126 C -1.686 8.252 3.238  -0.248
127 O -2.606 8.906 2.365  -0.311
128 H -3.628 9.154 5.110  0.253
129 H -2.898 10.788 4.922  0.283
130 H -1.269 8.623 5.348  0.354
131 H -0.824 9.936 4.244  0.278
132 H -2.089 7.267 3.496  0.159
133 H -0.726 8.120 2.731  0.365

The net charge is 0. The calculation puts the HOMO-LUMO gap at 8.15 eV. As for the structure (SMILES): CCCCCCCCCCCP.O=C1CCCO1.O=C1CCCO1.O=C1CCCO1.O=C1CCCO1.O=C1CCCO1.O=C1CCCO1.O=C1CCCO1.O=C1CCCO1.

[5]
This record from OMol25 describes 4 unconnected molecules or ions with the total composition C39H62N4O2. The level of theory is ωB97M-V/def2-TZVPD.

Each line ends with the Mulliken charge.
CARTESIAN COORDINATES (ANGSTROEM)
1 C 12.076 -3.074 1.578  -1.219
2 C 11.825 -2.355 0.235  0.100
3 C 10.463 -1.655 0.161  -0.822
4 C 10.524 -0.198 0.627  -0.492
5 C 9.148 0.418 0.934  -0.708
6 C 8.583 1.249 -0.220  -0.574
7 C 7.275 1.975 0.140  -0.840
8 C 6.008 1.256 -0.340  -0.647
9 C 4.796 2.181 -0.433  -0.651
10 C 3.571 1.502 -1.051  -0.540
11 C 2.241 2.183 -0.675  -1.007
12 C 1.268 2.325 -1.851  -0.946
13 C 0.570 1.003 -2.224  -0.549
14 C -0.954 0.990 -2.005  -0.296
15 C -1.706 0.163 -3.071  -1.457
16 C -2.987 -0.441 -2.542  -0.079
17 C -4.202 0.251 -2.696  1.265
18 C -4.229 1.600 -3.395  -0.595
19 C -5.591 2.287 -3.451  -0.997
20 C -6.075 2.792 -2.079  -1.173
21 C -5.375 -0.310 -2.195  -0.951
22 C -5.330 -1.520 -1.525  -0.093
23 C -4.129 -2.205 -1.349  0.855
24 C -2.937 -1.677 -1.863  0.696
25 C -1.634 -2.410 -1.665  -1.826
26 C -4.214 -3.491 -0.584  -0.326
27 O -3.479 -4.433 -0.802  -0.604
28 C -5.250 -3.532 0.469  -0.821
29 C -6.395 -2.846 0.330  0.459
30 N -7.421 -2.809 1.273  -0.389
31 C -8.043 -1.477 1.410  -0.963
32 C -8.850 -1.381 2.699  -0.574
33 C -9.168 0.087 3.028  -0.126
34 C -10.574 0.317 3.602  -1.281
35 C -6.581 -2.089 -0.953  0.417
36 O -7.662 -1.946 -1.476  -0.588
37 H 12.206 -4.147 1.430  0.343
38 H 12.981 -2.710 2.065  0.282
39 H 11.235 -2.940 2.259  0.345
40 H 12.619 -1.635 0.051  -0.228
41 H 11.882 -3.092 -0.570  0.403
42 H 9.730 -2.201 0.761  0.363
43 H 10.100 -1.680 -0.871  0.277
44 H 11.016 0.397 -0.146  0.351
45 H 11.143 -0.153 1.527  0.373
46 H 9.216 1.056 1.818  0.365
47 H 8.434 -0.383 1.149  0.250
48 H 9.335 1.966 -0.556  0.367
49 H 8.388 0.574 -1.059  0.275
50 H 7.283 3.000 -0.234  0.472
51 H 7.221 2.030 1.232  0.363
52 H 6.182 0.789 -1.313  0.355
53 H 5.757 0.476 0.383  0.246
54 H 4.522 2.506 0.576  0.326
55 H 5.053 3.068 -1.018  0.320
56 H 3.559 0.456 -0.733  0.362
57 H 3.662 1.507 -2.141  0.337
58 H 1.743 1.592 0.098  0.322
59 H 2.450 3.175 -0.268  0.515
60 H 0.516 3.070 -1.584  0.427
61 H 1.823 2.697 -2.715  0.392
62 H 1.006 0.191 -1.635  0.229
63 H 0.761 0.759 -3.272  0.422
64 H -1.196 0.591 -1.018  0.310
65 H -1.318 2.020 -2.041  0.366
66 H -1.050 -0.642 -3.401  0.717
67 H -1.902 0.793 -3.936  0.422
68 H -3.550 2.264 -2.849  0.076
69 H -3.825 1.479 -4.402  0.505
70 H -6.326 1.622 -3.907  0.453
71 H -5.489 3.140 -4.125  0.473
72 H -7.097 2.479 -1.864  0.293
73 H -6.052 3.881 -2.027  0.367
74 H -5.448 2.419 -1.268  0.337
75 H -6.328 0.188 -2.299  0.473
76 H -0.778 -1.742 -1.711  0.208
77 H -1.509 -3.161 -2.449  0.279
78 H -1.629 -2.953 -0.725  0.485
79 H -5.056 -4.131 1.350  0.390
80 H -6.974 -3.022 2.161  0.374
81 H -8.719 -1.329 0.570  0.468
82 H -7.287 -0.683 1.413  0.386
83 H -8.269 -1.834 3.508  0.331
84 H -9.779 -1.946 2.597  0.321
85 H -8.402 0.499 3.688  0.332
86 H -9.082 0.656 2.104  0.106
87 H -10.986 -0.579 4.064  0.433
88 H -10.570 1.120 4.342  0.310
89 H -11.253 0.644 2.812  0.243
90 C -11.310 3.949 1.780  -0.828
91 C -9.938 3.468 1.674  0.434
92 N -8.862 3.083 1.588  -0.412
93 H -11.313 5.014 2.005  0.313
94 H -11.833 3.783 0.840  0.266
95 H -11.828 3.415 2.575  0.268
96 C 16.211 -1.904 -1.432  -0.841
97 C 15.352 -0.932 -0.767  0.359
98 N 14.669 -0.175 -0.243  -0.383
99 H 17.094 -1.408 -1.830  0.320
100 H 16.521 -2.669 -0.723  0.263
101 H 15.669 -2.376 -2.249  0.262
102 C -5.835 -1.411 5.986  -0.941
103 C -5.594 -1.754 4.591  0.432
104 N -5.404 -2.010 3.490  -0.361
105 H -5.612 -2.266 6.621  0.311
106 H -5.201 -0.575 6.275  0.293
107 H -6.879 -1.130 6.119  0.281

The net charge is 0. The calculation puts the HOMO-LUMO gap at 8.14 eV. As for the structure (SMILES): CCCCCCCCCCCCCCCc1c(CCC)cc2c(c1C)C(=O)C=C(NCCCC)C2=O.CC#N.CC#N.CC#N.

[6]
This record from OMol25 describes a molecular structure, C15H23ClF2O4PtSi. The level of theory is ωB97M-V/def2-TZVPD.

Each line ends with the Mulliken charge.
CARTESIAN COORDINATES (ANGSTROEM)
1 Pt 0.114 0.680 0.888  0.805
2 F 2.803 1.601 0.787  -0.311
3 C 1.986 0.681 1.431  0.300
4 F 2.607 -0.548 1.164  -0.320
5 H 2.135 0.844 2.504  0.187
6 C -2.341 -0.976 2.980  -1.502
7 C -0.994 -1.624 2.625  1.902
8 C -1.160 -2.543 1.409  -1.498
9 C -0.530 -2.468 3.823  -2.007
10 O 0.002 -0.679 2.416  -0.615
11 H -3.123 -1.730 3.133  0.329
12 H -2.658 -0.302 2.186  0.222
13 H -2.228 -0.397 3.902  0.372
14 H -1.932 -3.304 1.572  0.458
15 H -0.208 -3.035 1.192  0.333
16 H -1.439 -1.946 0.541  0.138
17 H -1.248 -3.259 4.066  0.359
18 H -0.408 -1.820 4.695  0.426
19 H 0.439 -2.920 3.594  0.426
20 Cl -0.442 -3.228 -5.248  -0.287
21 C -1.105 -2.304 -3.903  0.443
22 C -0.246 -1.714 -2.995  -1.161
23 C -0.780 -0.987 -1.938  0.639
24 C -2.156 -0.859 -1.786  0.224
25 C -2.994 -1.464 -2.717  -0.546
26 C -2.480 -2.189 -3.783  -0.657
27 C -2.790 -0.062 -0.635  0.018
28 O -4.029 -0.074 -0.584  -0.874
29 O -2.017 0.560 0.146  -0.622
30 H 0.826 -1.814 -3.110  0.417
31 H -0.121 -0.509 -1.216  0.321
32 H -4.061 -1.351 -2.577  0.420
33 H -3.128 -2.658 -4.512  0.393
34 C -2.266 3.841 -0.022  -1.034
35 Si -0.775 3.285 -1.041  0.467
36 C 0.115 4.880 -1.570  -1.194
37 C -1.451 2.566 -2.655  -0.928
38 O 0.275 2.383 -0.255  -0.569
39 H -2.740 4.737 -0.444  0.345
40 H -1.955 4.063 1.003  0.244
41 H -3.002 3.036 0.021  0.269
42 H -0.556 5.540 -2.132  0.303
43 H 0.978 4.647 -2.202  0.269
44 H 0.481 5.426 -0.695  0.266
45 H -2.083 3.295 -3.174  0.397
46 H -2.054 1.676 -2.455  0.224
47 H -0.636 2.279 -3.326  0.209

The net charge is -2. The calculation puts the HOMO-LUMO gap at 5.43 eV.

| no. | E_tot (eV) |
| --- | --- |
| 1 | -23664.7293 |
| 2 | -8835.3607 |
| 3 | -69184.4577 |
| 4 | -87819.2843 |
| 5 | -51503.3851 |
| 6 | -53203.8713 |